The following is a quantum chemistry calculation of C5H10O as an isolated structure, from the OMol25 dataset.

XYZ file:
```
16
Properties=species:S:1:pos:R:3:forces:R:3
C 0.6807 -0.8326 -1.6923 -0.05 -0.05 0.01
C 0.9636 0.3579 -0.7977 -0.02 0.08 -0.12
O 0.3960 1.4494 -1.0426 0.12 -0.13 0.19
C 0.1391 -0.4791 0.9417 0.03 0.04 0.19
C -0.5066 0.4181 1.7081 0.16 -0.10 -0.07
C -1.3498 -0.3908 0.7947 -0.22 -0.06 -0.11
H -0.3964 -0.9588 -1.8315 0.15 0.03 0.02
H 1.1124 -1.7561 -1.2951 -0.06 0.13 -0.04
H 1.1279 -0.6313 -2.6727 -0.05 -0.01 0.13
H 1.9669 0.3771 -0.3320 -0.17 0.03 -0.04
H -0.2398 2.0272 0.2541 0.06 -0.13 -0.14
H 0.8759 -1.2463 1.1304 -0.11 0.13 -0.05
H -0.5261 0.8120 2.7143 0.01 -0.02 -0.19
H -0.5018 1.9007 1.0170 -0.05 0.03 0.10
H -1.7249 0.0959 -0.1137 0.09 -0.08 0.16
H -2.0172 -1.1433 1.2171 0.10 0.12 -0.05
```
Positions in Å, forces in eV/Å.

The LUMO energy is 0.41 eV. Its HOMO energy is -9.097 eV. The multiplicity is 1. Its orbital gap is 9.507 eV.

***

The following is a quantum chemistry calculation of a 24-piece molecular cluster, C5H55O29PS2 overall, from the OMol25 dataset.

XYZ file:
```
92
Properties=species:S:1:pos:R:3:forces:R:3
C -2.3253 0.1823 -0.0665 -1.68 0.21 0.48
S -0.4841 0.3695 -0.4419 0.88 -1.95 -5.33
O -0.2621 1.4157 -1.5619 -0.77 -3.03 4.00
O 0.0006 -1.0669 -0.8800 -1.48 4.66 2.09
C 0.5357 0.7727 1.1227 1.05 -2.58 1.26
P -0.0965 2.3507 1.9943 -2.19 2.32 0.91
O 0.8070 2.8057 3.4239 -0.20 -2.44 -2.34
O -1.7319 1.9693 2.5724 3.08 1.56 0.23
S -0.3049 3.9007 0.8222 0.75 -1.33 0.78
C 2.1752 0.6212 0.8293 1.58 -0.20 0.93
C 2.6578 -0.5175 1.9468 -1.82 -0.48 -0.01
O 1.5308 -1.4975 1.7948 -3.00 2.95 1.11
C 0.3139 -0.6418 1.9776 -3.28 -3.66 2.91
O -0.7349 -1.0577 2.6932 6.98 3.00 -4.93
H -2.5555 -0.3338 0.9635 1.02 0.95 -1.98
H -2.8432 1.2362 -0.0498 1.37 -1.86 -0.13
H -2.8146 -0.4828 -0.9206 1.46 1.42 1.60
H 1.7428 2.4499 3.3846 -1.25 0.60 -0.02
H -2.0861 2.8588 2.9266 0.85 -1.76 -0.97
H 2.8067 1.5978 1.0215 -1.59 -1.77 -0.79
H 2.4874 0.1306 -0.2110 -1.26 1.36 2.14
H 2.5042 -0.2114 3.0888 1.17 -0.19 -2.46
H 3.5975 -1.1721 1.7074 -1.61 1.96 0.43
O 0.5002 1.0572 5.8402 0.01 -0.03 -0.43
H -0.4184 0.8227 6.0402 0.07 0.15 0.14
H 0.4527 1.4602 4.9602 -0.09 0.07 0.35
O -2.0445 -3.6368 4.5907 -0.03 0.00 -0.14
H -1.6786 -4.2691 3.9542 0.15 0.32 0.20
H -1.4975 -2.8453 4.4752 -0.15 -0.32 0.00
O -3.3096 3.8463 -0.4404 -0.25 0.03 -0.22
H -2.9055 3.9423 -1.3158 0.04 0.12 0.41
H -3.4318 4.7586 -0.1375 0.17 -0.27 -0.21
O 1.6338 -3.5668 -0.5305 -0.33 -0.13 -0.07
H 1.4311 -3.1354 0.3130 0.10 0.12 -0.23
H 0.8806 -3.3402 -1.0964 0.14 0.06 0.33
O -3.8554 6.2987 -1.9286 -0.30 0.21 0.10
H -4.7740 6.0642 -1.7285 0.25 0.17 -0.11
H -3.9029 6.7017 -2.8085 0.04 -0.23 0.23
O 3.4884 -3.0352 -2.6551 0.12 0.25 -0.02
H 3.9604 -2.3106 -2.2181 -0.25 -0.25 -0.23
H 2.8756 -3.3579 -1.9774 0.12 0.07 0.22
O 0.0705 -0.9032 -3.9902 -0.11 -0.19 0.16
H -0.1009 -0.1178 -3.4493 0.07 -0.12 -0.03
H -0.1706 -1.6427 -3.4123 0.11 0.39 0.03
O -4.9498 -1.3825 -1.6800 -0.09 0.17 -0.28
H -5.7587 -0.8919 -1.8892 0.29 -0.22 0.10
H -4.8882 -2.0443 -2.3852 -0.20 0.00 0.21
O 2.8636 -1.6357 -5.4245 0.02 0.07 0.03
H 2.6922 -0.8503 -4.8836 -0.09 -0.33 -0.17
H 2.6225 -2.3752 -4.8466 0.27 0.22 0.05
O 2.9156 1.0137 7.3991 -0.05 0.55 0.54
H 2.7128 1.4451 8.2427 0.12 -0.17 -0.30
H 2.1623 1.2403 6.8332 -0.22 -0.34 -0.06
O -0.6612 -2.8452 -6.1004 0.30 -0.43 0.23
H -0.2888 -2.1144 -5.5845 -0.06 0.18 -0.10
H -0.2989 -3.6384 -5.6779 -0.19 0.22 -0.15
O 0.5448 -4.5958 3.5626 0.34 -0.04 -0.43
H 0.9106 -5.2282 2.9261 -0.12 0.17 0.22
H 1.0917 -3.8043 3.4472 -0.21 -0.15 0.08
O 4.4071 -1.3058 7.0637 0.51 -0.15 0.43
H 5.1819 -1.4135 7.6354 -0.27 -0.07 -0.30
H 3.9396 -0.5467 7.4434 -0.19 0.08 -0.31
O 1.6399 -2.9475 -8.4123 0.09 0.06 0.26
H 2.1119 -2.2228 -7.9752 -0.18 -0.26 -0.01
H 1.0271 -3.2702 -7.7345 0.03 0.31 -0.19
O -5.8971 -3.6504 -3.6989 0.01 -0.15 -0.44
H -5.3732 -3.6930 -4.5129 -0.13 0.01 0.24
H -6.6447 -4.2426 -3.8703 0.24 0.23 0.17
O -3.4111 -6.3970 6.0000 0.35 -0.09 -0.31
H -3.0453 -7.0293 5.3635 -0.16 0.22 0.27
H -2.8642 -5.6055 5.8846 -0.17 -0.02 0.02
O 4.5349 2.7785 0.3208 0.23 0.23 -0.24
H 4.9390 2.8746 -0.5546 -0.18 -0.06 0.29
H 4.4127 3.6909 0.6236 -0.08 0.00 -0.03
O 5.3551 -0.8797 0.1752 0.26 0.04 -0.43
H 5.7210 -1.5120 -0.4614 -0.07 0.11 0.27
H 5.9021 -0.0881 0.0597 -0.21 -0.18 0.14
O -2.3365 1.4983 6.5581 -0.44 0.32 0.07
H -2.5392 1.9297 7.4017 0.17 -0.20 -0.23
H -3.0898 1.7248 5.9922 0.28 -0.21 0.13
O -4.5755 4.6402 -3.9823 0.08 -0.58 -0.25
H -4.1879 4.0428 -4.6393 -0.12 0.20 0.10
H -4.3502 4.2320 -3.1328 -0.09 0.23 -0.19
O -7.0330 4.5281 -6.3100 0.01 -0.33 0.35
H -6.4747 4.6465 -5.5269 -0.11 0.04 -0.13
H -7.5424 3.7271 -6.1154 0.16 0.31 -0.12
O 3.3958 5.7953 0.5521 -0.25 0.15 -0.17
H 2.8147 6.3491 1.0948 0.21 -0.26 -0.11
H 2.9908 5.8227 -0.3278 0.11 -0.06 0.29
O 6.0541 -1.4694 -6.2653 -0.22 0.16 -0.32
H 5.1355 -1.7039 -6.0652 0.02 0.04 0.06
H 6.0066 -1.0664 -7.1452 0.05 -0.18 0.34
```
Positions in Å, forces in eV/Å.

The LUMO energy is -1.19 eV. Its HOMO energy is -9.850 eV. The multiplicity is 1. Its orbital gap is 8.656 eV.

***

The following is a quantum chemistry calculation of one molecule with the formula C3H4N2O2S, from the OMol25 dataset.

XYZ file:
```
12
Properties=species:S:1:pos:R:3:forces:R:3
C 0.9951 0.5352 -0.1806 5.15 -2.22 1.53
C 1.5361 -0.9994 -0.0811 -2.79 2.94 1.21
C -0.7455 -0.9382 -0.0910 -2.22 -1.26 0.78
H -1.5235 1.2687 1.1997 0.11 -0.07 -2.31
H -2.1594 1.0665 -0.4830 2.25 0.99 2.35
H 1.6455 1.0989 0.5696 -1.71 -0.55 -0.26
H 1.2996 0.8773 -1.0936 1.04 1.22 -2.60
N -1.2825 1.3767 0.1511 -1.47 -1.27 -0.85
N -0.3266 0.3311 -0.1617 -5.46 0.72 1.58
O 2.6283 -1.3244 0.1556 0.57 -1.32 -0.41
O 0.3096 -1.7659 0.0284 1.87 -0.23 -0.79
S -2.3767 -1.5265 -0.0133 2.67 1.06 -0.22
```
Positions in Å, forces in eV/Å.

The LUMO energy is 0.14 eV. Its HOMO energy is -8.953 eV. The multiplicity is 1. As for the SMILES: NN1CC(=O)OC1=S. Its orbital gap is 9.091 eV.

***

The following is a quantum chemistry calculation of C23H57CuN4O10 as an isolated structure, from the OMol25 dataset.

XYZ file:
```
95
Properties=species:S:1:pos:R:3:forces:R:3
Cu 0.0132 -4.0638 6.4458 -2.31 -0.14 0.57
O -4.0300 -4.5480 7.2052 2.35 0.04 -0.99
C -2.7091 -4.4077 6.9535 1.29 1.34 0.05
O -1.9083 -5.3521 6.9785 0.57 -2.67 0.05
O -2.1441 -3.3188 6.7466 -0.16 2.55 -0.62
H -3.9434 -5.4729 7.4472 -1.45 -1.35 1.01
C -7.1183 -2.0946 4.0996 -0.38 0.94 0.38
O -7.3957 -1.8682 5.4661 0.70 -0.75 1.26
C -6.1957 -2.1213 6.2605 -0.89 -0.49 -0.43
C -6.5142 -2.0761 7.7443 0.66 0.80 -0.45
N -5.2860 -2.4015 8.5127 -2.34 0.99 1.02
C -5.6665 -2.7629 9.9292 2.72 -0.81 -0.11
C -5.8640 -1.5700 10.8621 0.01 1.08 -1.77
O -6.1333 -1.8285 12.2002 -0.06 -0.77 0.46
C -6.4094 -0.6903 12.9950 -0.28 -0.13 0.16
H -6.5199 -1.2234 3.8333 0.86 -0.55 -0.76
H -8.0133 -1.9879 3.4866 -0.33 -0.18 0.39
H -6.7187 -3.0992 3.9608 0.49 0.20 -0.32
H -5.3691 -1.4914 5.9315 -0.08 0.56 0.23
H -5.8157 -3.1327 6.1165 -0.24 -0.37 -0.62
H -7.3202 -2.7841 7.9374 -0.19 -0.14 0.04
H -6.8763 -1.0739 7.9735 -0.02 0.02 0.30
H -4.8468 -3.1722 8.0298 -0.08 -0.03 0.68
H -4.7433 -3.2480 10.2462 -0.07 -0.39 0.44
H -6.4545 -3.5102 10.0229 -0.44 0.17 -0.15
H -6.6469 -1.0522 10.3078 -0.65 0.77 0.64
H -4.9921 -0.9163 10.8361 0.31 0.01 -0.42
H -7.4659 -0.4399 12.8990 -0.11 0.19 0.06
H -5.8204 0.2058 12.7993 0.26 -0.06 -0.67
H -6.1821 -0.9139 14.0373 -0.19 -0.40 -0.06
C -1.1800 -7.2373 10.2292 -0.41 -0.23 0.40
O -1.1210 -8.6169 9.8869 1.13 0.14 -0.82
C -0.8439 -9.4922 10.9740 -1.79 1.93 0.92
C -0.8912 -10.9172 10.5943 0.21 -0.69 -0.36
N -2.0458 -11.2658 9.7875 -0.38 -0.46 0.04
C -1.8242 -12.4512 8.9798 -0.40 0.54 -1.38
C -2.9788 -12.8440 8.0249 0.07 -0.16 1.30
O -3.2074 -11.8993 7.0152 -0.72 0.03 -1.09
C -4.3983 -12.2588 6.2535 0.89 0.77 0.34
H -0.3064 -6.8532 10.7560 0.41 -0.31 -0.02
H -2.0295 -7.0789 10.8935 -0.21 0.08 0.20
H -1.3532 -6.6144 9.3517 0.08 -0.43 -0.19
H -1.6851 -9.2882 11.6364 -0.17 -0.18 0.69
H 0.0451 -9.2051 11.5355 0.39 -0.12 -0.25
H -0.9587 -11.5271 11.4951 0.22 0.11 0.31
H 0.0790 -11.1533 10.1572 0.11 -0.34 -0.66
H -2.3690 -10.5098 9.2009 0.33 0.10 -0.03
H -1.4761 -13.3101 9.5535 -0.49 -0.02 0.35
H -1.0113 -12.2771 8.2747 0.56 0.13 -0.21
H -3.9486 -12.9557 8.5099 0.07 -0.38 0.68
H -2.6622 -13.8077 7.6261 -0.18 -0.25 -0.38
H -4.3268 -13.2824 5.8857 0.03 -0.01 -0.08
H -4.5006 -11.5463 5.4350 0.39 -0.14 -0.12
H -5.3199 -12.1315 6.8214 0.06 -0.21 0.52
C -0.2527 -7.4086 2.6027 -0.45 0.05 1.19
O -0.6073 -7.9318 3.9046 0.68 -0.41 -0.70
C -1.9949 -7.9953 4.2023 0.79 0.01 2.12
C -2.2287 -8.6058 5.6797 0.21 0.79 -2.11
N -3.3096 -7.9106 6.4088 0.30 -1.79 -1.06
C -3.4637 -8.6829 7.6157 -0.64 0.93 1.53
C -4.3942 -8.0323 8.5776 -0.66 0.73 0.60
O -3.9640 -6.7207 9.0120 -0.12 -0.91 0.01
C -4.7249 -6.1701 10.0966 0.51 0.03 -0.68
H 0.8294 -7.5014 2.5103 -0.15 -0.23 -0.04
H -0.4907 -6.3468 2.5403 -0.12 0.25 0.09
H -0.7760 -7.8889 1.7759 0.02 -0.38 0.05
H -2.4987 -8.6377 3.4800 -0.38 0.48 -0.20
H -2.2963 -6.9519 4.2957 -0.89 0.02 -0.58
H -1.3007 -8.6075 6.2515 0.33 0.26 -0.09
H -2.4839 -9.6569 5.5450 -0.26 0.00 0.22
H -3.0349 -6.9574 6.5984 0.46 -0.24 0.21
H -2.5403 -8.8637 8.1659 0.42 -0.02 -0.30
H -3.9919 -9.6341 7.5503 0.41 -0.31 -1.10
H -4.5171 -8.7165 9.4172 0.15 0.17 0.49
H -5.3753 -7.9798 8.1056 -0.31 0.39 -0.08
H -5.0154 -6.8946 10.8574 -0.09 -0.35 -0.25
H -5.5909 -5.6757 9.6564 -0.21 0.09 0.41
H -4.0670 -5.4610 10.5990 -0.19 0.19 -0.14
C -1.8988 -3.5497 10.8134 0.46 -1.65 0.25
C -1.4463 -2.1310 10.6390 -1.33 -0.34 0.89
C -0.3482 -1.6859 11.5742 0.73 -1.23 -0.86
O -0.5638 -2.0316 12.9191 -1.55 0.13 -0.57
C 0.3012 -1.3173 13.7225 0.55 0.19 0.63
N -1.0550 -1.8946 9.2793 0.48 0.29 -0.42
H -2.5234 -3.9667 10.0234 -0.36 0.65 -0.31
H -2.4276 -3.7186 11.7515 0.05 0.20 0.06
H -1.0752 -4.2633 10.7906 0.48 0.07 0.22
H -2.3125 -1.5700 10.9896 -0.43 0.63 -0.37
H -0.2187 -0.6284 11.3438 0.12 0.45 0.70
H 0.5689 -2.1915 11.2718 0.40 0.02 -0.30
H 1.3103 -1.6855 13.5370 0.45 0.40 0.02
H 0.0945 -1.4711 14.7816 -0.28 -0.18 -0.10
H 0.1923 -0.2552 13.5031 0.38 0.24 0.11
H -1.7476 -2.2110 8.6159 -0.19 -0.04 0.02
H -0.9245 -0.9067 9.1142 0.09 0.15 -0.11
```
Positions in Å, forces in eV/Å.

The LUMO energy (alpha / beta) is 0.59 / -3.32 eV. Its HOMO energy (alpha / beta) is -7.889 / -8.674 eV. The multiplicity is 3. Its orbital gap (alpha / beta) is 8.480 / 5.359 eV.

***

The following is a quantum chemistry calculation of C44H48F5IN5O3STeTi as an isolated structure, from the OMol25 dataset.

XYZ file:
```
109
Properties=species:S:1:pos:R:3:forces:R:3
Ti -0.0180 -0.6759 0.0618 0.10 0.17 -0.18
C -0.4039 -6.3727 0.9338 0.00 0.00 0.00
C -0.6538 -5.6819 2.2795 0.00 0.00 0.01
C -1.0082 -4.2428 2.0941 -0.01 -0.01 0.01
C -2.2316 -3.6609 2.0856 0.01 -0.01 -0.01
C -3.5689 -4.3027 2.2627 0.00 0.00 0.00
C -4.2410 -4.5662 0.9110 0.00 -0.01 0.00
C -2.0306 -2.2706 1.7328 0.02 0.02 0.03
C -3.0154 -1.3116 1.7314 -0.02 -0.02 0.01
C -2.8296 0.0317 1.4216 0.01 0.03 -0.03
C -3.8975 1.0099 1.3719 -0.01 0.01 0.01
C -5.3042 0.7702 1.8184 -0.01 0.00 -0.01
C -5.4546 0.8259 3.3409 0.00 -0.01 0.00
C -3.3477 2.1457 0.8664 0.00 0.01 0.00
C -1.9548 1.8444 0.6146 0.01 0.01 -0.01
C -1.0807 2.6904 -0.0328 -0.02 0.00 0.00
C 0.2443 2.4205 -0.3455 0.01 0.01 0.03
N 0.8916 1.2398 -0.0888 0.02 0.01 0.00
C 2.2042 1.4595 -0.3939 -0.01 0.05 -0.02
C 3.2428 0.5861 -0.0965 0.03 -0.02 0.01
C 3.1206 -0.6005 0.5880 -0.01 0.00 0.00
N 1.9401 -1.1347 1.0201 -0.01 0.03 -0.03
C 2.2388 -2.3857 1.4403 0.00 0.03 -0.01
C 1.3090 -3.3668 1.7584 -0.01 -0.01 0.01
C -0.0566 -3.2087 1.7503 0.02 0.01 -0.02
N -0.7039 -2.0349 1.4807 -0.04 -0.06 0.04
C 3.6671 -2.6329 1.3677 0.01 -0.01 0.00
C 4.2183 -1.5163 0.8344 0.00 0.02 0.01
C 5.6430 -1.2843 0.4416 0.00 -0.01 -0.01
C 5.8980 -1.6710 -1.0185 0.00 0.00 0.00
C 4.3444 -3.9001 1.7811 0.00 0.00 0.00
C 4.4455 -4.0477 3.3014 0.00 0.00 0.00
C 2.3839 2.7813 -0.9265 0.01 -0.02 0.04
C 1.1616 3.3896 -0.8768 -0.03 0.01 0.00
C 0.8224 4.8116 -1.1977 0.03 -0.01 -0.02
C 0.7788 5.7081 0.0434 0.00 -0.01 0.00
C 3.6907 3.3689 -1.3584 -0.01 0.00 0.00
C 4.4956 3.9576 -0.1966 0.00 0.00 0.00
N -1.6601 0.5681 1.0033 -0.03 -0.06 0.07
C -3.9957 3.4715 0.6220 0.01 0.00 -0.01
C -3.6595 4.4991 1.7060 0.00 0.00 0.00
H -0.1153 -7.4158 1.0808 0.00 0.00 0.00
H 0.3756 -5.8619 0.3678 0.00 0.00 0.00
H -1.2988 -6.3379 0.3126 0.00 0.00 0.00
H 0.2366 -5.7665 2.9099 0.00 0.00 0.00
H -1.4580 -6.1901 2.8172 0.00 0.00 0.00
H -4.2121 -3.6685 2.8801 0.00 0.00 0.00
H -3.4513 -5.2425 2.8068 -0.01 0.00 0.00
H -4.3521 -3.6399 0.3467 -0.01 0.01 0.00
H -5.2264 -5.0183 1.0431 0.00 0.00 0.00
H -3.6269 -5.2309 0.3029 0.01 0.01 0.00
H -4.0184 -1.6325 1.9807 0.00 0.00 0.00
H -5.6438 -0.2030 1.4539 0.00 0.00 0.00
H -5.9625 1.5112 1.3591 0.00 0.00 0.00
H -4.8107 0.0858 3.8185 0.00 0.00 0.00
H -6.4850 0.6319 3.6452 0.00 0.00 0.00
H -5.1638 1.8072 3.7199 0.00 0.00 0.00
H -1.4547 3.6684 -0.3123 0.00 0.00 0.00
H 4.2371 0.8794 -0.4089 0.00 0.00 -0.01
H 1.6896 -4.3495 2.0016 0.00 0.00 0.00
H 6.2992 -1.8646 1.0949 0.00 0.00 0.00
H 5.9081 -0.2355 0.6000 0.00 0.00 0.00
H 5.6861 -2.7293 -1.1755 0.00 0.00 0.00
H 6.9339 -1.4775 -1.3048 0.00 0.00 0.00
H 5.2415 -1.1138 -1.6877 0.00 0.00 0.00
H 5.3444 -3.9324 1.3429 0.00 0.00 0.00
H 3.8044 -4.7530 1.3611 0.00 0.00 0.00
H 5.0229 -3.2258 3.7287 0.00 0.00 0.00
H 4.9293 -4.9869 3.5764 0.00 0.00 0.00
H 3.4558 -4.0256 3.7599 0.00 0.00 0.00
H -0.1412 4.8564 -1.7105 0.00 0.00 -0.01
H 1.5575 5.2081 -1.9029 0.00 -0.01 0.00
H 0.0397 5.3450 0.7592 0.00 0.00 0.00
H 0.5231 6.7356 -0.2235 0.00 0.00 0.00
H 1.7456 5.7160 0.5493 0.00 0.00 0.00
H 3.5044 4.1486 -2.1017 0.00 0.01 -0.01
H 4.2857 2.6044 -1.8645 0.01 0.00 0.00
H 3.9405 4.7627 0.2875 0.00 0.00 0.00
H 5.4509 4.3597 -0.5398 0.00 0.00 0.00
H 4.6947 3.1965 0.5594 0.00 0.00 0.00
H -5.0788 3.3415 0.5661 0.00 0.00 0.00
H -3.6853 3.8579 -0.3535 -0.01 0.00 0.01
H -4.0013 4.1514 2.6823 0.00 0.00 0.00
H -4.1308 5.4621 1.5000 0.00 0.00 0.00
H -2.5811 4.6518 1.7721 0.00 0.00 0.00
F -0.2624 -4.9517 -3.2697 0.07 -0.01 0.00
Te 0.0284 -3.2154 -2.4187 -0.07 0.03 -0.07
F 1.6111 -2.9562 -3.5348 0.00 0.01 0.03
F -1.1638 -3.8419 -0.9724 -0.04 0.03 0.01
F -3.8947 -1.9819 -1.7887 0.00 0.00 0.02
F 1.2702 -4.1898 -1.3877 0.02 -0.01 0.01
O 0.6672 -1.7035 -1.1483 -0.04 -0.21 0.17
S -3.6357 -0.8492 -2.9050 0.01 0.01 0.00
C -2.1540 -0.1336 -2.2232 -0.09 0.11 -0.04
N -1.4889 -0.4488 -1.2667 0.06 -0.18 -0.02
I 0.3577 7.2313 -5.2923 0.00 0.01 0.00
C -0.0142 5.2547 -4.7262 -0.03 -0.01 0.00
C 1.0113 4.3226 -4.7970 0.01 0.01 0.01
C 0.7661 3.0201 -4.3953 0.00 0.00 0.03
C -0.4900 2.6555 -3.9262 0.01 0.01 0.04
C -1.5083 3.5980 -3.8618 0.00 -0.01 -0.01
C -1.2745 4.9046 -4.2665 0.00 0.01 -0.02
C -0.6801 1.2396 -3.4820 0.02 -0.02 -0.14
O -1.9515 1.0134 -3.0691 -0.03 0.04 0.05
O 0.1805 0.4107 -3.5268 0.02 0.03 0.01
H 1.9911 4.6111 -5.1523 0.00 0.00 0.00
H 1.5451 2.2693 -4.4230 0.00 0.00 0.00
H -2.4802 3.3074 -3.4871 0.00 0.00 0.00
H -2.0633 5.6425 -4.2133 0.00 0.00 0.00
```
Positions in Å, forces in eV/Å.

The LUMO energy is 1.48 eV. Its HOMO energy is -4.312 eV. The total charge is -1. The multiplicity is 1. Its orbital gap is 5.793 eV.